Record 1
Formula: C33H30FN8O6PSW
Source: OMol25
Level of theory: the ωB97M-V functional and the def2-TZVPD basis

XYZ file:
```
81
Properties=species:S:1:pos:R:3
W -7.948 -15.741 -9.402
S -7.945 -12.366 -8.797
P -9.752 -18.584 -7.975
F -11.507 -11.455 -13.216
O -7.438 -11.760 -10.031
O -4.921 -14.235 -7.761
O -4.466 -15.841 -11.726
O -8.426 -14.344 -10.848
O -6.196 -15.932 -10.343
O -9.373 -12.414 -8.532
N -7.155 -17.830 -8.817
N -9.892 -16.795 -10.086
N -7.181 -19.993 -8.267
N -7.099 -13.806 -8.497
N -9.671 -16.841 -5.530
N -11.652 -18.124 -10.069
N -9.059 -15.859 -7.420
N -6.261 -12.953 -14.153
C -6.418 -12.095 -16.454
C -8.282 -13.086 -12.801
C -10.734 -16.406 -11.147
C -10.197 -17.815 -4.577
C -7.929 -18.843 -8.330
C -4.185 -12.900 -15.606
C -7.684 -14.036 -11.876
C -5.842 -19.638 -8.647
C -7.218 -11.571 -7.425
C -5.911 -13.516 -7.767
C -6.037 -12.168 -7.043
C -12.578 -19.176 -9.641
C -9.500 -17.026 -6.896
C -7.589 -12.600 -13.951
C -9.300 -15.508 -5.238
C -7.561 -21.236 -7.666
C -7.541 -11.174 -16.031
C -5.769 -13.912 -13.348
C -7.637 -10.360 -6.938
C -9.594 -12.660 -12.523
C -8.264 -11.698 -14.842
C -5.727 -10.429 -5.442
C -9.576 -11.341 -14.577
C -6.366 -14.446 -12.207
C -10.217 -11.873 -13.449
C -5.841 -18.330 -8.956
C -5.211 -11.561 -6.056
C -5.600 -15.430 -11.405
C -11.844 -17.195 -11.118
C -5.494 -12.259 -15.259
C -6.923 -9.833 -5.865
C -10.481 -17.794 -9.400
C -8.931 -14.900 -6.384
H -5.332 -11.237 -14.834
H -10.902 -17.421 -3.836
H -5.885 -11.685 -17.315
H -7.138 -10.161 -15.766
H -6.864 -13.092 -16.695
H -4.230 -11.968 -5.813
H -6.738 -21.776 -7.106
H -10.045 -12.926 -11.573
H -5.069 -20.395 -8.608
H -8.276 -11.063 -16.854
H -4.308 -13.941 -15.993
H -3.739 -12.317 -16.434
H -5.201 -9.924 -4.626
H -10.124 -10.628 -15.200
H -9.251 -15.152 -4.216
H -10.667 -18.599 -5.177
H -8.686 -13.864 -6.560
H -4.796 -14.323 -13.615
H -12.723 -19.074 -8.565
H -12.068 -20.141 -9.823
H -9.356 -18.267 -4.031
H -8.415 -20.994 -6.979
H -7.234 -8.896 -5.395
H -13.555 -19.097 -10.130
H -7.948 -21.877 -8.463
H -12.713 -17.233 -11.755
H -3.458 -12.928 -14.746
H -10.420 -15.580 -11.749
H -5.015 -17.683 -9.235
H -8.505 -9.847 -7.347
```

Its lowest unoccupied orbital energy (alpha / beta) is -6.92 / -6.38 eV. The total energy is -83568.9686 eV. Its net charge is +2. The value obtained for the relative energy (zero: lowest compared OMol25 entry of this formula, charge and spin) is 0.000 eV. Its spin multiplicity is 3. The calculation puts the HOMO energy (alpha / beta) at -13.4 / -13.5 eV.



Record 2
Formula: C33H30GeIrN3O2Se
Source: OMol25
Level of theory: the ωB97M-V functional and the def2-TZVPD basis

XYZ file:
```
71
Properties=species:S:1:pos:R:3
Ir -0.501 1.714 0.398
Se 0.146 3.643 -3.866
Ge -1.509 -1.274 -1.408
O -0.182 2.037 7.269
O 6.163 0.692 2.790
N -0.626 2.282 -1.426
N 1.815 1.646 0.550
N -0.168 1.296 2.363
C -1.460 3.555 1.149
C 2.183 1.409 1.853
C -3.271 -5.034 -0.389
C -4.628 -4.082 -2.115
C 0.241 -1.933 -2.098
C 1.146 1.322 2.812
C 2.747 1.805 -0.374
C 5.973 1.198 1.484
C 2.555 -1.418 -2.547
C 0.650 1.113 6.588
C 4.099 1.703 -0.127
C 4.510 1.383 1.188
C -1.686 0.250 -3.963
C -0.939 1.115 4.625
C -3.507 0.574 -2.458
C -3.810 -2.967 -2.134
C -2.465 -3.910 -0.409
C 0.513 -3.269 -2.348
C -0.320 2.835 -2.413
C -3.373 1.883 -4.456
C -1.214 -0.213 0.139
C -4.036 1.542 -3.288
C 1.787 -3.679 -2.705
C -2.203 1.226 -4.797
C -2.717 -2.864 -1.285
C -2.327 -0.081 -2.780
C -4.358 -5.124 -1.244
C 3.560 1.255 2.161
C 0.387 1.181 5.111
C -1.138 1.170 3.267
C 1.402 1.283 4.205
C 1.279 -1.016 -2.198
C 2.814 -2.755 -2.806
H 3.813 -3.077 -3.075
H 0.440 0.087 6.943
H -2.141 1.116 2.865
H -2.497 3.512 0.811
H 6.409 0.514 0.738
H -1.617 -3.837 0.259
H 2.423 1.358 4.546
H 3.872 1.000 3.158
H -3.750 2.679 -5.083
H 6.481 2.172 1.380
H -1.001 4.444 0.724
H -1.456 3.655 2.233
H 4.822 1.850 -0.914
H -4.013 -2.160 -2.826
H -3.996 0.325 -1.525
H -0.754 -0.239 -4.217
H -3.051 -5.847 0.291
H -1.769 1.054 5.308
H -4.992 -6.001 -1.231
H -0.288 -3.991 -2.256
H 7.096 0.498 2.916
H 2.394 2.028 -1.374
H 1.981 -4.728 -2.890
H -1.674 1.496 -5.703
H 1.069 0.024 -1.982
H 3.350 -0.686 -2.598
H -5.475 -4.141 -2.787
H 1.711 1.332 6.780
H -4.951 2.050 -3.013
H 0.034 2.018 8.205
```

Its lowest unoccupied orbital energy (alpha / beta) is 1.77 / 1.96 eV. The total energy is -167970.7638 eV. Its net charge is -1. The value obtained for the relative energy (zero: lowest compared OMol25 entry of this formula, charge and spin) is 0.566 eV. Its spin multiplicity is 2. The calculation puts the HOMO energy (alpha / beta) at -2.6 / -3.4 eV.



Which of these has the lowest spin multiplicity? C33H30GeIrN3O2Se



Which value of net charge does entry 2 give? -1



The lowest net charge belongs to which entry? C33H30GeIrN3O2Se



Among the records above, which one has the lowest net charge? C33H30GeIrN3O2Se